1.
Molecular formula: C35H44BCl5N6O5SSiV
Method: DFT, ωB97M-V/def2-TZVPD

CARTESIAN COORDINATES (ANGSTROEM)
V 0.1824 0.2448 -0.6287
Cl 7.0115 0.1964 -4.3865
C 5.4017 0.2446 -3.7515
C 5.1748 0.3589 -2.3845
Cl 6.5268 0.4750 -1.3160
C 3.8858 0.3828 -1.8714
Cl 3.6241 0.6109 -0.1779
C 2.7290 0.2725 -2.7013
O 1.5382 0.2777 -2.2842
C 3.0119 0.2059 -4.1103
Cl 1.6493 0.1726 -5.1578
C 4.2957 0.1833 -4.6074
Cl 4.5593 0.0797 -6.3149
N 2.4118 3.2126 -1.6502
C 1.1102 3.5828 -1.4848
N 0.8079 4.8052 -1.9560
C -0.4427 5.1905 -1.6620
N -0.8278 6.4133 -2.1933
N -1.3207 4.5443 -0.9390
C -0.9246 3.3067 -0.5113
N 0.2996 2.7565 -0.8335
C -1.7935 2.5603 0.3085
C -3.0546 3.0667 0.7217
C -3.8345 2.3247 1.5627
C -3.3730 1.0686 1.9984
C -2.1534 0.6214 1.5190
N -1.3621 1.3195 0.7004
H 2.8786 3.6483 -2.4275
H 2.5978 2.2387 -1.4991
H -0.0496 7.0229 -2.3846
H -1.5958 6.8339 -1.6962
H -3.3652 4.0330 0.3528
H -4.8002 2.7043 1.8793
H -3.9486 0.4351 2.6588
H -1.7806 -0.3552 1.7945
O 0.5613 0.4880 4.0482
S 0.9262 1.2799 2.8415
C 0.3701 2.9853 3.1828
C 1.4661 3.7253 3.9703
C 2.5556 2.7134 4.3347
C 2.6450 1.7963 3.1277
H -0.5643 2.8488 3.7261
H 0.1364 3.4518 2.2243
H 1.0585 4.2237 4.8509
H 1.8961 4.4985 3.3285
H 2.2482 2.1204 5.1985
H 3.5079 3.1951 4.5661
H 3.2421 0.8927 3.2420
H 2.9703 2.3381 2.2332
O -0.9253 -2.4682 3.6810
B 0.1351 -2.1824 2.7735
O 1.3617 -2.6207 3.3567
C 1.0430 -3.0447 4.6038
C 1.8786 -3.5178 5.5906
C 1.2902 -3.9004 6.7997
C -0.0790 -3.8087 6.9918
C -0.9223 -3.3309 5.9862
C -0.3383 -2.9521 4.7974
H 2.9461 -3.5803 5.4255
H 1.9178 -4.2717 7.6008
H -0.5049 -4.1097 7.9414
H -1.9921 -3.2513 6.1256
C 1.9930 -2.1194 0.4979
C 0.7782 -1.2376 0.4847
O -0.1083 -1.6626 1.5952
H 1.7473 -3.1897 0.5765
H 2.6944 -1.8964 1.3120
H 2.5368 -1.9839 -0.4419
C -3.0016 -1.9105 -0.4516
Si -1.6517 -1.3041 -1.6816
C -0.9609 -3.0079 -2.3990
C 0.4027 -2.7761 -3.0522
C -0.7531 -3.9528 -1.2113
C -1.8688 -3.7218 -3.3986
C -2.7438 -0.4354 -3.0669
C -1.8846 -0.1132 -4.2884
C -3.1890 0.8997 -2.4586
C -4.0076 -1.1717 -3.5189
H -3.6461 -2.6833 -0.8878
H -3.6418 -1.0839 -0.1305
H -2.5348 -2.3203 0.4472
H 1.0908 -2.3068 -2.3462
H 0.3374 -2.1194 -3.9226
H 0.8412 -3.7323 -3.3783
H -0.1550 -3.4831 -0.4304
H -0.2350 -4.8653 -1.5437
H -1.7043 -4.2553 -0.7654
H -1.9172 -3.1925 -4.3539
H -2.8901 -3.8305 -3.0238
H -1.4838 -4.7326 -3.6061
H -0.9946 0.4522 -4.0010
H -2.4516 0.4886 -5.0151
H -1.5448 -1.0170 -4.8037
H -2.3337 1.5177 -2.1775
H -3.8020 0.7663 -1.5618
H -3.7821 1.4741 -3.1861
H -3.7850 -2.0503 -4.1247
H -4.6346 -0.5046 -4.1311
H -4.6150 -1.4955 -2.6697

Forces on the atoms, in the same order (eV/Å):
-0.303 0.486 -0.086
0.033 -0.004 0.000
-0.080 0.024 -0.019
-0.022 -0.037 -0.120
0.068 0.012 0.088
0.026 -0.079 -0.011
0.110 -0.124 0.082
0.034 -0.137 -0.343
0.134 -0.017 0.323
-0.065 -0.017 0.264
-0.020 0.011 -0.068
0.149 -0.014 0.033
-0.005 -0.002 -0.037
-0.114 0.055 -0.098
0.096 0.146 0.000
-0.008 -0.019 -0.006
0.014 -0.035 0.005
0.003 -0.002 0.012
-0.029 0.066 -0.007
-0.063 0.046 -0.017
0.016 -0.125 -0.021
0.143 0.036 -0.028
-0.017 0.001 0.050
0.033 0.006 -0.018
0.049 -0.031 0.008
-0.026 0.070 0.059
-0.330 -0.531 -0.019
0.007 0.012 0.012
-0.040 0.080 -0.013
-0.004 0.003 -0.007
0.002 -0.001 -0.009
0.019 0.002 -0.010
-0.004 -0.025 0.020
-0.020 0.019 0.005
-0.024 0.006 -0.005
-0.140 -0.335 0.461
0.227 0.182 -0.431
-0.024 -0.056 -0.056
-0.032 0.096 -0.058
0.015 -0.069 0.069
-0.065 0.084 -0.138
0.006 -0.001 0.027
0.010 -0.013 -0.012
0.010 -0.012 0.015
0.008 0.012 0.030
0.024 0.013 0.009
-0.002 0.015 -0.006
0.000 0.005 0.075
-0.002 -0.043 -0.017
-0.088 0.088 0.025
0.086 -0.187 0.236
-0.016 0.191 -0.073
-0.058 -0.049 0.120
-0.035 0.064 -0.145
0.055 -0.022 0.040
-0.013 -0.032 0.086
-0.023 0.058 -0.165
0.092 -0.064 0.101
0.003 -0.004 0.012
0.000 0.000 -0.005
0.001 0.001 -0.005
-0.004 0.004 0.003
0.124 -0.081 -0.325
-0.169 0.059 0.237
0.148 0.076 -0.243
-0.040 0.028 0.024
-0.002 0.005 0.048
0.002 -0.027 0.031
-0.007 -0.004 -0.060
0.269 0.098 0.032
-0.030 0.072 0.066
0.018 -0.014 0.008
-0.054 -0.014 0.015
-0.012 -0.016 -0.064
-0.059 0.027 0.017
0.018 -0.038 -0.031
-0.007 0.050 -0.001
-0.025 0.010 -0.013
0.000 -0.031 0.016
0.001 0.002 -0.031
0.010 -0.008 0.001
-0.005 -0.007 0.000
-0.008 -0.002 0.005
-0.006 -0.010 -0.023
-0.003 0.019 0.013
0.018 0.001 0.005
0.000 -0.007 -0.010
-0.016 -0.001 0.020
0.001 -0.024 0.033
0.014 0.000 -0.016
0.003 0.002 0.005
0.003 0.023 -0.007
-0.012 0.011 0.010
0.025 0.003 0.008
0.015 -0.008 0.002
-0.021 -0.009 -0.003
0.007 -0.005 0.013
0.003 0.003 -0.021
-0.001 0.008 0.021

Results
- HOMO energy (alpha / beta) (eV) = -0.386 / -0.725
- HOMO-LUMO gap (alpha / beta) (eV) = 4.23 / 4.57
- net charge = -2
- 2S+1 = 4

2.
Molecular formula: C43H29Cl3O28
Method: DFT, ωB97M-V/def2-TZVPD

CARTESIAN COORDINATES (ANGSTROEM)
O -0.2796 3.8887 3.7029
C -1.4094 3.4212 3.7888
C -1.5894 2.0112 4.1274
C -2.8359 1.5814 4.2943
O -3.1359 0.3929 4.6943
C -4.1229 2.5096 4.2047
O -5.2128 2.0364 4.3130
C -3.8289 3.9206 3.8587
C -2.6042 4.2931 3.5081
O -2.2571 5.5037 3.0418
H -0.6851 1.4598 4.3493
H -4.1105 0.2960 4.6876
H -4.6909 4.5835 3.7960
H -1.2922 5.4288 2.9995
O 8.0686 3.0224 -5.0320
C 7.3287 2.1170 -4.6533
C 6.3183 2.2836 -3.5895
C 5.5449 1.2935 -3.2209
O 4.6094 1.3079 -2.2675
C 5.6034 -0.0954 -3.8574
O 4.8182 -0.9637 -3.5086
C 6.6267 -0.2422 -4.8186
C 7.3598 0.7723 -5.3073
O 8.1940 0.7125 -6.3541
H 6.1456 3.3004 -3.1905
H 4.3356 0.3812 -2.1431
H 6.5990 -1.1385 -5.4415
H 8.4805 1.6204 -6.5959
O 2.2659 2.1708 4.4335
C 2.8510 2.9376 3.6768
C 2.6450 3.1521 2.2927
C 3.4463 3.9970 1.6676
O 3.3100 4.2229 0.3031
C 4.6409 4.6243 2.2645
O 5.3916 5.3025 1.6180
C 4.8892 4.4081 3.6393
C 3.9867 3.7172 4.3414
O 4.0267 3.5765 5.6373
H 1.7395 2.7033 1.8315
H 4.0751 4.8026 0.0140
H 5.7446 4.7806 4.2184
H 3.2656 3.0923 5.8593
O -8.1828 -3.5611 3.6910
C -7.1383 -3.3449 3.0645
C -6.3920 -2.1559 3.1945
C -5.3288 -2.0393 2.4084
O -4.7159 -0.8743 2.2412
C -4.7654 -3.1812 1.6826
O -3.6066 -2.9646 1.2898
C -5.5997 -4.3625 1.4706
C -6.7545 -4.4906 2.1924
O -7.5853 -5.4984 2.0685
H -6.7745 -1.3114 3.7576
H -3.9142 -1.0060 1.6293
H -5.3729 -5.2059 0.8900
H -8.3052 -5.2658 2.6619
O -4.3886 5.3663 -3.6388
C -4.3811 4.8442 -2.5317
C -5.4366 4.8068 -1.6104
C -5.3131 4.0861 -0.4894
O -6.1915 3.8116 0.4078
C -3.9720 3.3223 -0.1802
O -3.9434 2.7760 0.9186
C -2.9314 3.3460 -1.1482
C -3.0780 4.1895 -2.1807
O -2.1131 4.4213 -3.0646
H -6.3773 5.2336 -1.8990
H -5.7665 3.1816 0.9723
H -1.9541 2.9519 -0.8819
H -2.5704 5.0425 -3.6724
O 5.0543 -4.5195 -3.8678
C 4.1314 -5.2963 -3.6296
C 4.0519 -6.6570 -4.0179
C 3.1225 -7.4119 -3.4146
O 2.8446 -8.6793 -3.6807
C 2.0328 -6.7968 -2.6001
O 1.2781 -7.5217 -1.9827
C 1.8382 -5.3311 -2.6556
C 2.8905 -4.6570 -3.1328
O 2.9642 -3.3142 -3.2531
H 4.8046 -7.1084 -4.6579
H 2.0474 -8.8404 -3.1422
H 1.1190 -4.7617 -2.0738
H 3.8669 -3.1814 -3.5704
O -0.3652 1.8135 0.9184
C -0.1303 0.7884 0.2832
C 1.1099 0.4140 -0.3003
C 1.1613 -0.7209 -1.0105
O 2.2576 -1.0525 -1.6425
C 0.0646 -1.7991 -1.0572
O 0.2947 -2.8563 -1.5556
C -1.2261 -1.4762 -0.4049
C -1.3174 -0.2854 0.2353
O -2.3498 0.0664 0.9951
H 1.9448 1.1139 -0.2827
H 1.9868 -1.7807 -2.1811
H -2.0074 -2.2578 -0.3169
H -2.1796 0.9069 1.5334
Cl -0.6569 -4.8018 1.2224
C -0.4590 -6.0156 -0.0405
Cl -1.7668 -5.8109 -1.2653
Cl -0.3177 -7.6643 0.5956
H 0.5072 -5.8085 -0.4742

Forces on the atoms, in the same order (eV/Å):
-0.813 0.646 -0.190
1.019 -1.323 -0.264
0.271 1.303 -0.107
-1.648 1.347 0.354
-0.590 -1.977 0.374
2.980 1.245 -1.229
-0.749 -0.762 0.470
-1.517 -0.530 0.197
0.824 0.645 0.388
-0.619 -0.748 0.212
-0.138 -0.217 -0.139
0.150 0.059 -0.022
0.244 -0.064 -0.133
0.629 0.387 -0.103
-0.672 -1.181 0.111
-0.531 1.344 0.648
0.851 2.434 -0.519
-1.694 -2.580 0.903
0.366 0.799 0.103
0.318 0.680 0.790
0.238 0.499 -0.040
0.630 -1.276 -2.783
0.773 0.723 -0.080
-0.559 -0.340 0.115
0.423 -0.725 -0.131
-0.366 -0.106 -0.158
0.192 -0.105 0.473
-0.076 -0.319 0.561
-0.111 0.316 -0.776
0.504 -0.121 1.993
-2.106 -0.690 -0.599
0.004 0.132 -3.662
0.909 0.502 1.507
0.680 0.023 1.153
0.511 0.867 -1.924
0.214 -0.422 2.135
-0.456 -0.208 -0.927
2.038 1.263 0.273
0.856 0.304 0.177
-0.898 -0.687 0.681
-0.277 0.256 -0.851
-1.996 -1.618 0.840
0.240 0.348 -0.283
-2.476 -1.578 1.851
-0.113 0.767 0.004
0.002 1.599 0.158
1.130 -0.401 -0.702
1.650 -0.466 -1.257
-1.361 -1.041 -0.105
-1.012 0.147 1.500
2.425 1.524 -1.811
0.455 0.028 0.012
-0.098 -0.256 0.010
-1.006 0.109 1.039
1.037 -0.668 -1.001
-0.868 0.002 0.621
-0.292 0.224 0.081
0.960 0.348 -0.817
-1.550 0.087 0.460
2.433 -1.090 -0.651
-2.019 1.214 -0.442
-0.912 0.315 0.514
0.008 -0.034 -0.548
0.841 0.416 0.538
0.846 -0.810 -0.372
-0.671 0.222 0.532
-0.271 0.288 -0.030
0.693 -1.088 1.525
-0.216 -0.194 -0.120
0.244 0.000 -0.538
-0.054 -0.747 0.114
0.609 1.224 -1.289
0.966 -1.693 0.394
-0.793 0.080 -1.190
0.576 0.024 0.158
-1.090 1.987 0.727
0.111 -0.576 -0.266
1.107 -0.366 0.701
-0.506 1.518 0.007
-0.988 -1.167 0.689
-0.040 0.214 0.095
-0.130 -0.519 0.169
-0.394 -0.531 -0.501
0.866 0.644 -0.214
0.128 -0.684 -0.590
-1.677 -0.581 1.162
0.007 0.561 -0.321
-0.061 -0.046 0.545
0.338 0.841 0.173
-1.926 2.154 1.489
0.837 -1.229 -0.965
0.256 0.193 0.210
1.218 0.589 0.287
-0.162 0.729 0.601
-0.171 -0.186 -0.002
0.503 -1.796 -1.119
0.652 0.617 -0.160
0.124 -1.001 -1.225
-0.144 -0.143 0.223
-0.059 0.123 -0.094
0.730 -0.359 0.556
-0.488 0.379 0.025
-0.249 -0.039 -0.375

Results
- HOMO energy (eV) = -9.570
- HOMO-LUMO gap (eV) = 7.81
- net charge = 0
- 2S+1 = 1

3.
Molecular formula: C23H25EuF15N6O5S4
Method: DFT, ωB97M-V/def2-TZVPD

CARTESIAN COORDINATES (ANGSTROEM)
Eu -0.1907 -0.2736 -0.2551
C 0.9000 4.9600 -1.3520
N -0.1128 4.5328 -0.4020
C -0.5904 5.2833 0.6561
C -1.5027 4.5404 1.2825
N -1.5775 3.3298 0.5952
C -0.6941 3.3348 -0.4385
S -0.3748 2.1880 -1.6354
C -2.5058 2.3258 0.9779
C -3.7765 2.7402 1.4016
C -4.6233 1.8251 1.9709
C -4.1649 0.5027 2.1189
C -2.9101 0.1709 1.6122
N -2.0879 1.0376 1.0281
H 1.0518 6.0288 -1.2273
H 0.5615 4.7534 -2.3643
H 1.8320 4.4287 -1.1713
H -0.2310 6.2711 0.8760
H -2.0711 4.7325 2.1722
H -4.0742 3.7698 1.2650
H -5.6126 2.1130 2.2945
H -4.7757 -0.2621 2.5733
H -2.5564 -0.8507 1.6863
F -0.9605 0.7431 4.1612
C 0.3499 0.5249 4.1742
F 0.9738 1.5963 4.6292
F 0.6234 -0.5228 4.9250
S 0.8665 0.2130 2.4288
O 0.0742 -0.9341 1.9666
O 0.5589 1.3984 1.6459
N 2.4009 -0.0800 2.5555
S 3.0883 0.0159 1.1188
O 2.0711 -0.2855 0.0988
O 4.3276 -0.6619 1.0432
C 3.4860 1.8428 0.8621
F 4.7600 1.9574 0.5314
F 2.7380 2.3341 -0.1217
F 3.2527 2.5329 1.9685
C 0.4766 -4.3145 -1.3731
S 0.3738 -3.2594 0.0831
C 2.0719 -3.4291 0.6655
H 1.1252 -3.8738 -2.1291
H -0.5248 -4.4369 -1.7715
H 0.8608 -5.2866 -1.0701
H 2.2761 -4.4747 0.8896
H 2.1742 -2.8533 1.5844
H 2.7755 -3.0577 -0.0776
F -3.2631 -2.3165 -3.9035
C -2.4155 -1.7594 -3.0413
F -1.3113 -2.5145 -3.0071
F -2.0377 -0.5636 -3.5370
C -3.0055 -1.5714 -1.6103
O -2.0260 -1.3072 -0.7257
C -4.0395 -0.3975 -1.6666
F -3.3974 0.7758 -1.6074
F -4.8714 -0.4431 -0.6153
F -4.7807 -0.4015 -2.7740
C -3.7505 -2.8736 -1.1760
F -3.9551 -2.8638 0.1435
F -3.0043 -3.9525 -1.4567
F -4.9312 -3.0231 -1.7816
N 0.9034 -0.6866 -2.3825
C 1.0680 -0.4789 -3.5121
N 1.2449 -0.2787 -4.7795
C 1.6769 1.0383 -5.2745
C 2.6478 0.8470 -6.4286
C 2.0334 -0.0424 -7.5064
C 1.6198 -1.3901 -6.9206
C 0.6525 -1.2026 -5.7629
H 2.1237 1.5829 -4.4439
H 0.7881 1.5866 -5.6060
H 3.5659 0.3899 -6.0504
H 2.9111 1.8247 -6.8339
H 2.7402 -0.1881 -8.3230
H 1.1553 0.4549 -7.9310
H 2.5037 -1.9260 -6.5645
H 1.1422 -2.0128 -7.6776
H 0.4325 -2.1408 -5.2556
H -0.2923 -0.7715 -6.1119

Forces on the atoms, in the same order (eV/Å):
-1.204 -0.039 -1.024
0.075 0.167 -0.029
0.501 0.609 -0.094
0.258 0.245 -0.174
-0.166 -0.294 0.080
-0.272 -0.272 0.130
-0.350 -0.139 0.164
-0.054 -0.336 -0.179
-0.231 -1.049 0.419
0.964 0.237 -0.490
0.245 -1.459 0.248
0.066 0.803 -0.250
-0.752 -0.137 0.374
-0.398 1.491 -0.073
0.020 -0.009 -0.001
-0.003 0.021 0.017
-0.003 -0.005 -0.012
0.062 0.026 -0.047
-0.059 -0.040 0.006
0.023 0.028 -0.009
-0.032 -0.005 0.036
-0.016 -0.008 0.030
-0.077 0.026 -0.075
0.044 -0.013 -0.068
0.046 0.009 0.151
0.016 -0.033 -0.061
0.020 -0.003 -0.059
0.189 0.157 0.632
0.088 -0.002 0.925
0.022 0.137 0.289
-0.102 0.055 -0.092
-0.046 -0.060 -0.153
1.498 0.105 0.098
-0.001 -0.092 0.155
0.053 0.029 0.026
-0.045 -0.041 0.016
-0.040 -0.013 -0.049
0.028 -0.038 0.017
0.042 0.077 -0.021
0.067 -0.026 0.099
-0.020 0.007 0.025
-0.001 -0.004 -0.002
-0.026 0.007 0.001
0.002 0.000 0.000
0.000 0.009 -0.015
-0.021 -0.012 -0.018
0.014 -0.002 0.016
0.015 0.017 0.030
0.004 0.046 -0.021
-0.034 -0.079 -0.002
-0.039 0.003 -0.045
-0.269 -0.207 -0.007
-0.017 0.062 -0.510
-0.008 0.052 0.084
-0.046 0.008 -0.039
0.011 -0.033 -0.071
-0.018 -0.035 -0.023
0.010 -0.026 0.017
-0.007 0.010 -0.057
0.013 0.021 -0.004
0.042 0.028 0.001
0.042 0.091 -0.314
-0.205 -0.072 0.169
0.089 -0.017 -0.077
0.021 0.052 -0.027
-0.001 0.012 0.014
-0.003 -0.003 0.004
-0.013 -0.009 0.006
-0.044 -0.033 -0.048
0.009 -0.007 -0.011
0.017 0.008 0.009
0.008 0.014 0.002
-0.005 0.004 -0.002
0.002 0.000 0.003
-0.002 0.003 -0.016
-0.007 -0.009 -0.006
-0.002 -0.003 -0.003
0.001 0.012 -0.014
0.012 -0.022 0.002

Results
- HOMO energy (alpha / beta) (eV) = -11.290 / -11.287
- HOMO-LUMO gap (alpha / beta) (eV) = 7.81 / 8.85
- net charge = +1
- 2S+1 = 7